This record from the Open Molecules 2025 dataset describes a molecular structure, C2CoNO9. The level of theory is the ωB97M-V functional and the def2-TZVPD basis.

Structure (ORCA input):
```
! wB97M-V def2-TZVPD RIJCOSX def2/J DEFGRID3
* xyz -3 4
Co 0.147 0.634 -0.859
N 2.658 0.453 1.266
O 1.853 0.649 0.311
O 2.861 -0.571 1.880
O 3.129 1.569 1.652
C -2.492 1.279 0.436
O -3.285 0.530 -0.238
O -3.098 2.035 1.285
O -1.204 1.248 0.371
C -0.034 -1.982 -1.675
O 0.977 -1.784 -0.913
O -0.845 -0.972 -1.860
O -0.669 -3.088 -1.657
*
```

Its LUMO energy (spin up / spin down) is 7.983 / 8.015 eV. As for the molar mass: 240.953 g mol⁻¹. Its HOMO-LUMO gap (spin up / spin down) is 4.58 / 4.60 eV. The total energy comes out at -59609.991 eV. The value obtained for the highest occupied orbital energy (spin up / spin down) is 3.4 / 3.4 eV.

This record from the Open Molecules 2025 dataset describes a molecular structure, C23H18F3FeN4O2S. The level of theory is the ωB97M-V functional and the def2-TZVPD basis.

Structure (ORCA input):
```
! wB97M-V def2-TZVPD RIJCOSX def2/J DEFGRID3
* xyz 1 5
Fe 0.310 0.359 -0.054
C 1.843 6.623 3.514
C 1.928 5.169 3.189
C 1.989 4.739 1.867
C 2.073 3.391 1.572
C 2.123 2.474 2.606
C 2.036 2.871 3.928
C 1.936 4.221 4.212
S 2.129 0.766 2.130
O 2.807 -0.113 3.033
O 2.499 0.707 0.712
N 0.520 0.431 2.019
C -0.265 -0.262 2.870
C -0.050 -0.435 4.234
C -0.999 -1.101 5.011
C -2.150 -1.618 4.466
C -2.375 -1.538 3.076
C -3.480 -2.126 2.427
C -3.566 -2.056 1.060
C -2.555 -1.401 0.347
N -1.528 -0.816 0.922
C -1.423 -0.867 2.267
H 2.114 7.230 2.655
H 2.508 6.868 4.338
H 0.828 6.880 3.817
H 1.977 5.466 1.069
H 2.134 3.031 0.556
H 2.073 2.132 4.713
H 1.866 4.558 5.235
H 0.856 -0.052 4.680
H -0.820 -1.207 6.071
H -2.883 -2.117 5.083
H -4.230 -2.636 3.014
H -4.387 -2.501 0.527
H -2.576 -1.353 -0.732
N -1.487 2.911 0.233
C -0.868 2.115 -0.342
H -2.014 3.568 0.768
F 4.329 -5.440 -0.826
C 3.005 -5.592 -0.943
F 2.633 -6.479 -0.010
F 2.769 -6.151 -2.130
C 2.291 -4.273 -0.763
C 1.499 -3.730 -1.763
C 0.901 -2.504 -1.519
N 1.054 -1.841 -0.379
C 1.808 -2.370 0.580
C 2.454 -3.586 0.431
H 1.359 -4.242 -2.700
H 0.274 -2.033 -2.263
H 1.919 -1.806 1.493
H 3.071 -3.982 1.220
*
```

Its LUMO energy (spin up / spin down) is -2.776 / -3.869 eV. As for the molar mass: 527.329 g mol⁻¹. The value obtained for the energy above the lowest of the compared OMol25 structures with the same formula, charge and spin is 21.81 kcal per mole. Its HOMO-LUMO gap (spin up / spin down) is 7.73 / 6.67 eV. The total energy comes out at -87568.024 eV. The value obtained for the highest occupied orbital energy (spin up / spin down) is -10.5 / -10.5 eV.

This record from the Open Molecules 2025 dataset describes a gas-phase ion, C6H12NO2 (charge +1). The level of theory is the ωB97M-V functional and the def2-TZVPD basis.

Structure (ORCA input):
```
! wB97M-V def2-TZVPD RIJCOSX def2/J DEFGRID3
* xyz 1 1
C -0.318 -1.278 -1.280
C -1.074 -1.906 0.035
C 0.556 0.471 1.245
C 1.121 0.594 -0.301
C -1.923 -0.011 1.488
C 1.468 2.060 -0.521
N 0.273 0.070 -1.391
O -2.051 -1.048 0.701
O -0.821 0.669 1.622
H 0.317 -2.090 -1.533
H -0.900 -1.432 -2.154
H -1.660 -2.633 -0.551
H -0.351 -2.183 0.734
H 0.912 -0.525 1.783
H 1.168 1.273 1.634
H 1.951 -0.059 -0.022
H -2.881 0.198 1.875
H 0.670 2.684 0.030
H 1.522 2.330 -1.570
H 2.451 2.092 -0.166
H -0.429 0.723 -1.656
*
```

Its LUMO energy is -4.779 eV. As for the molar mass: 130.167 g mol⁻¹. The value obtained for the energy above the lowest of the compared OMol25 structures with the same formula, charge and spin is 66.98 kcal per mole. Its HOMO-LUMO gap is 8.44 eV. The total energy comes out at -11991.410 eV. The value obtained for the highest occupied orbital energy is -13.2 eV.

Copy entry 1 word for word.
This record from the Open Molecules 2025 dataset describes a molecular structure, C2CoNO9. The level of theory is the ωB97M-V functional and the def2-TZVPD basis.

Structure (ORCA input):
```
! wB97M-V def2-TZVPD RIJCOSX def2/J DEFGRID3
* xyz -3 4
Co 0.147 0.634 -0.859
N 2.658 0.453 1.266
O 1.853 0.649 0.311
O 2.861 -0.571 1.880
O 3.129 1.569 1.652
C -2.492 1.279 0.436
O -3.285 0.530 -0.238
O -3.098 2.035 1.285
O -1.204 1.248 0.371
C -0.034 -1.982 -1.675
O 0.977 -1.784 -0.913
O -0.845 -0.972 -1.860
O -0.669 -3.088 -1.657
*
```

Its LUMO energy (spin up / spin down) is 7.983 / 8.015 eV. As for the molar mass: 240.953 g mol⁻¹. Its HOMO-LUMO gap (spin up / spin down) is 4.58 / 4.60 eV. The total energy comes out at -59609.991 eV. The value obtained for the highest occupied orbital energy (spin up / spin down) is 3.4 / 3.4 eV.